# C37H77N3O12PS3

A cluster of 7 separate species, C37H77N3O12PS3 in total at a distorted geometry (wB97M-V/def2-TZVPD, the Open Molecules 2025 dataset).

Cartesian coordinates (Å):
C 5.433 -5.364 4.590
C 6.345 -4.098 4.242
C 5.513 -2.802 3.855
C 4.567 -3.017 2.573
C 4.929 -1.908 1.466
C 3.885 -1.898 0.293
C 3.925 -3.114 -0.602
O 4.852 -4.132 -0.339
C 2.993 -3.266 -1.774
C 2.949 -4.512 -2.716
C 2.852 -5.914 -1.974
C 1.367 -6.391 -1.645
S 0.152 -5.025 -1.478
C -0.445 -4.915 0.237
S 0.011 -5.975 1.447
N -1.392 -3.850 0.524
C -2.786 -4.361 0.579
C -3.719 -3.221 1.181
O -3.511 -3.053 2.600
C -2.165 -3.478 2.961
C -1.106 -3.144 1.801
C 2.054 -2.071 -1.996
S 0.876 -2.027 -3.406
C 2.083 -0.917 -1.065
N 1.141 0.157 -1.385
C -0.007 -0.114 -0.909
O -1.089 -0.533 -0.855
N 2.958 -0.841 0.062
P 2.980 0.495 1.212
O 4.274 1.227 1.110
O 2.789 -0.167 2.750
O 1.780 1.616 1.046
H 4.497 -5.051 5.144
H 5.220 -6.030 3.702
H 6.032 -5.983 5.336
H 7.092 -4.413 3.452
H 6.901 -3.845 5.200
H 4.953 -2.355 4.721
H 6.282 -2.028 3.522
H 4.859 -4.040 2.167
H 3.470 -3.054 2.824
H 5.903 -2.273 1.001
H 5.160 -0.900 1.904
H 4.383 -4.761 0.253
H 2.085 -4.477 -3.453
H 3.884 -4.497 -3.360
H 3.288 -6.689 -2.683
H 3.447 -5.995 -1.025
H 1.431 -6.989 -0.678
H 1.007 -7.135 -2.426
H -3.108 -4.566 -0.494
H -2.888 -5.353 1.129
H -4.812 -3.481 0.928
H -3.500 -2.267 0.599
H -2.188 -4.572 3.232
H -1.929 -2.915 3.919
H -0.039 -3.238 2.161
H -1.257 -2.031 1.587
H 0.354 -3.305 -3.543
H 2.023 -0.791 2.737
H 0.903 1.296 1.358
C -3.049 1.834 -3.846
C -2.065 2.981 -3.677
C -0.867 2.823 -4.600
O -1.617 3.026 -2.320
H -2.579 0.877 -3.598
H -3.898 1.954 -3.169
H -3.423 1.784 -4.871
H -2.567 3.929 -3.884
H -0.323 1.899 -4.378
H -0.163 3.647 -4.459
H -1.176 2.802 -5.647
H -1.172 2.192 -2.126
C 4.992 0.784 8.123
C 5.816 0.159 7.008
C 6.930 1.090 6.556
O 4.966 -0.139 5.898
H 4.517 1.710 7.784
H 4.188 0.110 8.430
H 5.611 1.008 8.994
H 6.243 -0.786 7.352
H 6.521 2.026 6.165
H 7.507 0.633 5.748
H 7.608 1.323 7.380
H 4.583 0.690 5.586
C -1.942 7.256 -3.975
C -2.087 7.315 -2.462
C -0.730 7.386 -1.779
O -2.785 6.160 -2.004
H -1.383 6.364 -4.278
H -2.923 7.193 -4.452
H -1.424 8.139 -4.357
H -2.686 8.186 -2.185
H -0.132 6.498 -2.008
H -0.850 7.416 -0.693
H -0.174 8.272 -2.094
H -2.262 5.383 -2.244
C -8.752 -1.522 -0.337
C -7.523 -2.263 -0.840
C -7.765 -2.865 -2.216
O -7.184 -3.301 0.081
H -9.605 -2.202 -0.243
H -8.569 -1.105 0.655
H -9.027 -0.709 -1.013
H -6.673 -1.577 -0.883
H -8.584 -3.589 -2.186
H -6.878 -3.403 -2.560
H -8.010 -2.092 -2.947
H -7.929 -3.913 0.127
C 1.800 6.105 0.627
C 2.940 5.923 1.618
C 4.220 5.494 0.917
O 2.577 4.940 2.586
H 1.581 5.164 0.110
H 0.885 6.401 1.145
H 2.041 6.865 -0.119
H 3.112 6.859 2.155
H 4.083 4.534 0.409
H 5.026 5.358 1.641
H 4.534 6.237 0.179
H 2.424 4.108 2.120
C -7.773 2.973 -3.996
C -6.973 2.358 -5.134
C -5.852 3.281 -5.584
O -7.840 2.091 -6.234
H -8.240 3.912 -4.311
H -8.581 2.305 -3.690
H -7.138 3.174 -3.130
H -6.554 1.401 -4.813
H -6.252 4.231 -5.953
H -5.292 2.832 -6.409
H -5.160 3.490 -4.764
H -8.216 2.931 -6.526

## Properties
frontier orbital gap	6.6	eV
energy relative to the best compared isomer or geometry (same formula, charge and spin)	441.2	kJ/mol
LUMO energy	-4.773	eV
multiplicity	1
electronic energy	-4058.6959	a.u.
total charge	+1
strongest force on any atom	0.1025	hartree/bohr
HOMO energy	-11.389	eV

Atom charges from the Mulliken analysis, given in e for atoms 1 to 99: number 1, C, carries -0.943; number 2, C, carries -0.689; number 3, C, carries -0.705; number 4, C, carries 0.412; number 5, C, carries -0.995; number 6, C, carries 0.510; number 7, C, carries -0.117; number 8, O, carries -0.568; number 9, C, carries 0.903; number 10, C, carries -0.954; number 11, C, carries -0.405; number 12, C, carries -0.663; number 13, S, carries -0.010; number 14, C, carries -0.170; number 15, S, carries -0.149; number 16, N, carries 0.371; number 17, C, carries -0.671; number 18, C, carries -0.038; number 19, O, carries -0.388; number 20, C, carries -0.410; number 21, C, carries -0.365; number 22, C, carries 0.231; number 23, S, carries -0.133; number 24, C, carries -0.191; number 25, N, carries -0.506; number 26, C, carries 0.689; number 27, O, carries -0.337; number 28, N, carries 0.287; number 29, P, carries 0.590; number 30, O, carries -0.671; number 31, O, carries -0.321; number 32, O, carries -0.413; number 33, H, carries 0.256; number 34, H, carries 0.247; number 35, H, carries 0.351; number 36, H, carries 0.279; number 37, H, carries 0.389; number 38, H, carries 0.259; number 39, H, carries 0.288; number 40, H, carries -0.082; number 41, H, carries 0.167; number 42, H, carries 0.394; number 43, H, carries 0.584; number 44, H, carries 0.116; number 45, H, carries 0.283; number 46, H, carries 0.485; number 47, H, carries 0.416; number 48, H, carries 0.115; number 49, H, carries 0.424; number 50, H, carries 0.364; number 51, H, carries 0.335; number 52, H, carries 0.384; number 53, H, carries 0.141; number 54, H, carries 0.031; number 55, H, carries 0.255; number 56, H, carries 0.348; number 57, H, carries 0.218; number 58, H, carries 0.038; number 59, H, carries 0.142; number 60, H, carries 0.281; number 61, H, carries 0.290; number 62, C, carries -1.524; number 63, C, carries 1.076; number 64, C, carries -1.446; number 65, O, carries -0.488; number 66, H, carries 0.352; number 67, H, carries 0.345; number 68, H, carries 0.319; number 69, H, carries 0.232; number 70, H, carries 0.218; number 71, H, carries 0.350; number 72, H, carries 0.426; number 73, H, carries 0.132; number 74, C, carries -1.381; number 75, C, carries 0.488; number 76, C, carries -1.320; number 77, O, carries -0.414; number 78, H, carries 0.357; number 79, H, carries 0.335; number 80, H, carries 0.387; number 81, H, carries 0.276; number 82, H, carries 0.331; number 83, H, carries 0.310; number 84, H, carries 0.396; number 85, H, carries 0.268; number 86, C, carries -1.155; number 87, C, carries 0.310; number 88, C, carries -1.141; number 89, O, carries -0.537; number 90, H, carries 0.173; number 91, H, carries 0.306; number 92, H, carries 0.411; number 93, H, carries 0.362; number 94, H, carries 0.261; number 95, H, carries 0.287; number 96, H, carries 0.425; number 97, H, carries 0.293; number 98, C, carries -1.345; number 99, C, carries 0.579

---

# C13H27N2O13P

A cluster of 2 separate species, C13H27N2O13P in total at a distorted geometry (wB97M-V/def2-TZVPD, the Open Molecules 2025 dataset).

Cartesian coordinates (Å):
O 0.405 5.762 4.301
O -4.732 -3.639 -2.074
O -0.864 4.318 0.055
O 1.588 -0.338 -3.129
O -4.178 -5.618 -1.110
O -2.215 -3.534 -3.228
O -0.182 -1.474 1.032
O -2.495 -3.200 0.420
O -0.087 -4.084 0.198
O 0.975 0.998 1.394
O 3.318 -1.866 -3.959
O 3.781 -0.168 -2.068
O 2.252 -2.295 -1.630
C 0.900 4.879 3.621
C -3.884 -4.423 -1.674
C 0.092 3.561 0.213
N 0.635 2.865 -0.794
N 0.272 4.428 2.537
C 2.241 4.294 4.019
C 0.178 2.891 -2.182
C 1.776 -1.788 -0.371
C -2.408 -4.059 -1.896
C 0.234 -1.728 -0.322
C -1.923 -2.997 -0.888
C -0.386 -3.066 -0.772
C -1.170 1.666 2.159
C 0.697 3.361 1.612
C 0.328 1.975 2.170
P 2.724 -1.160 -2.686
H -5.146 -5.652 -1.078
H -3.014 -3.035 -3.498
H 0.051 -2.267 1.558
H -2.333 -2.411 0.975
H -0.941 -4.393 0.570
H 0.446 0.184 1.432
H 2.526 -2.287 -4.313
H 3.862 0.464 -2.792
H 1.350 2.196 -0.546
H -0.588 4.905 2.299
H 2.950 4.410 3.202
H 2.124 3.244 4.274
H 2.609 4.835 4.890
H 0.262 1.895 -2.620
H -0.865 3.209 -2.231
H 0.786 3.588 -2.761
H 2.185 -0.796 -0.146
H 2.130 -2.463 0.415
H -1.823 -4.976 -1.769
H -0.107 -0.921 -0.981
H -2.226 -2.011 -1.263
H 0.030 -3.337 -1.750
H -1.552 1.636 1.138
H -1.707 2.434 2.717
H -1.346 0.703 2.636
H 1.779 3.394 1.498
H 0.687 1.890 3.194

## Properties
frontier orbital gap	9.5	eV
LUMO energy	0.104	eV
SMILES	O=C(O)[C@@H](O)[C@@H](O)[C@H](O)[C@@H](O)COP(=O)(O)O.CNC(=O)[C@@H](NC(C)=O)[C@@H](C)O
multiplicity	1
electronic energy	-1940.7111	a.u.
strongest force on any atom	0.0609	hartree/bohr
HOMO energy	-9.348	eV

For each atom in turn, the Mulliken charge in e is: number 1, O, carries -0.676; number 2, O, carries -0.600; number 3, O, carries -0.698; number 4, O, carries -0.603; number 5, O, carries -0.450; number 6, O, carries -0.594; number 7, O, carries -0.714; number 8, O, carries -0.683; number 9, O, carries -0.640; number 10, O, carries -0.447; number 11, O, carries -0.509; number 12, O, carries -0.485; number 13, O, carries -0.315; number 14, C, carries 0.719; number 15, C, carries 0.251; number 16, C, carries 0.130; number 17, N, carries -0.037; number 18, N, carries -0.061; number 19, C, carries -1.000; number 20, C, carries -0.938; number 21, C, carries -0.922; number 22, C, carries 0.082; number 23, C, carries 0.038; number 24, C, carries -0.129; number 25, C, carries -0.227; number 26, C, carries -1.630; number 27, C, carries -0.218; number 28, C, carries 0.665; number 29, P, carries 0.956; number 30, H, carries 0.364; number 31, H, carries 0.393; number 32, H, carries 0.449; number 33, H, carries 0.355; number 34, H, carries 0.536; number 35, H, carries 0.370; number 36, H, carries 0.367; number 37, H, carries 0.361; number 38, H, carries 0.206; number 39, H, carries 0.244; number 40, H, carries 0.293; number 41, H, carries 0.263; number 42, H, carries 0.319; number 43, H, carries 0.289; number 44, H, carries 0.358; number 45, H, carries 0.303; number 46, H, carries 0.471; number 47, H, carries 0.322; number 48, H, carries 0.413; number 49, H, carries 0.373; number 50, H, carries 0.456; number 51, H, carries 0.532; number 52, H, carries 0.319; number 53, H, carries 0.391; number 54, H, carries 0.484; number 55, H, carries 0.377; number 56, H, carries 0.125